[1]
The following is a DFT calculation (ωB97M-V/def2-TZVPD) of the ion C8H9FNO2 with charge -1.

For the energy above the lowest of the compared OMol25 structures with the same formula, charge and spin, the calculation gives 0.00 kcal/mol. The molar mass comes out at 170.16 g/mol. Its structure (SMILES) is [H]/N=C1/C=CC[C@@H](C(=O)[O-])[C@@]1(C)F. As for the charge: -1. Its HOMO energy is -4.52 eV. As for the frontier orbital gap: 8.17 eV.

Last column: natural (NBO) charge in e.
Atoms and positions in Å:
H  -0.4998  -3.0779  -1.0668  0.3488
N  0.0026  -2.2127  -1.5535  -0.7055
C  0.0729  -1.0871  -0.9150  0.3251
C  0.5576  0.1233  -1.6309  -0.2475
C  0.5117  1.3952  -1.1239  -0.1633
C  -0.0110  1.7589  0.2344  -0.4461
C  -0.6594  0.4857  0.9384  -0.3792
C  -2.0337  0.4630  0.1959  0.7763
O  -2.1646  -0.4253  -0.6743  -0.7344
O  -2.8230  1.3367  0.5810  -0.7744
C  0.0078  -0.7933  0.6207  0.2996
C  1.4905  -0.9097  1.0439  -0.6351
F  -0.6786  -1.8054  1.2975  -0.3779
H  0.9306  -0.1500  -2.5886  0.2079
H  0.5906  2.1320  -1.9074  0.1960
H  0.7819  2.1842  0.8553  0.1938
H  -0.8432  2.3807  0.1500  0.2553
H  -0.8313  0.7897  1.9641  0.2298
H  1.5162  -0.7992  2.1705  0.2017
H  2.0090  -0.0387  0.7358  0.2109
H  2.0732  -1.7502  0.6726  0.2182

Forces on atoms 1 to 2 (eV/Å):
1.5 2.8 -0.5
-0.9 -0.7 1.1

***

[2]
The following is a DFT calculation (ωB97M-V/def2-TZVPD) of a structure of composition C19H29NO2S2Se2V.

For the energy above the lowest of the compared OMol25 structures with the same formula, charge and spin, the calculation gives 26.56 kcal/mol. The molar mass comes out at 576.44 g/mol. As for the charge: +2. Its HOMO energy (spin up / spin down) is -14.93 / -15.03 eV. As for the frontier orbital gap (spin up / spin down): 8.06 / 8.57 eV. The multiplicity is 2.

Last column: natural (NBO) charge in e.
Atoms and positions in Å:
V  -0.7452  -0.9448  -0.6026  0.4676
C  -1.8189  2.0460  -2.2758  -0.7612
Se  -2.1175  0.1340  -2.3115  0.5616
C  -0.9231  -0.2461  -3.8480  -0.5479
C  -0.6829  -1.7319  -3.9645  -0.5806
Se  0.0717  -2.5499  -2.3090  0.5445
C  -1.0115  -4.1457  -2.4760  -0.7337
H  -0.7565  2.2733  -2.1897  0.2256
H  -2.3544  2.4475  -1.4179  0.2539
H  -2.2286  2.4691  -3.1944  0.2573
H  0.0107  0.3086  -3.7031  0.2205
H  -1.4147  0.1330  -4.7485  0.2646
H  0.0270  -1.9340  -4.7695  0.2621
H  -1.6201  -2.2558  -4.1679  0.2399
H  -0.7602  -4.6053  -3.4326  0.2527
H  -2.0672  -3.8771  -2.4311  0.2381
H  -0.7620  -4.8272  -1.6706  0.2433
O  1.1338  -4.0925  -0.4778  -0.7480
C  2.3104  -3.8468  0.2750  -0.0699
C  1.9765  -3.6488  1.7537  -0.4089
C  0.9295  -2.5359  1.9527  -0.4811
C  1.4591  -1.2519  1.4018  0.2737
C  2.5035  -0.5975  2.0555  -0.1783
C  3.0635  0.5383  1.5042  -0.1174
C  2.5889  0.9855  0.2738  -0.2333
C  1.5593  0.2857  -0.3182  0.0371
N  0.9883  -0.7855  0.2404  -0.5373
H  0.7920  -4.9483  -0.1907  0.4862
H  2.7701  -2.9543  -0.1600  0.1767
H  3.0073  -4.6826  0.1567  0.2039
H  2.8920  -3.4188  2.2944  0.2251
H  1.5637  -4.5758  2.1544  0.2290
H  0.7250  -2.4397  3.0206  0.2479
H  0.0091  -2.8139  1.4294  0.2467
H  2.8743  -0.9918  2.9874  0.2446
H  3.8694  1.0512  2.0042  0.2531
H  3.0093  1.8530  -0.2102  0.2569
H  1.1723  0.5964  -1.2908  0.2122
C  -1.8983  1.0133  2.8433  -0.7851
S  -0.5829  1.3437  1.6429  1.2288
O  -1.1540  0.8165  0.3236  -0.9822
C  -0.7712  3.1253  1.4717  -0.1806
C  -1.9941  3.6779  1.1270  -0.2353
C  -2.1017  5.0514  0.9928  -0.1870
C  -0.9909  5.8563  1.1976  -0.1552
C  0.2316  5.2944  1.5306  -0.1802
C  0.3486  3.9206  1.6656  -0.2249
H  -2.8087  1.5421  2.5825  0.2541
H  -1.5395  1.3485  3.8120  0.2640
H  -2.0719  -0.0611  2.8500  0.2551
H  -2.8555  3.0457  0.9677  0.2261
H  -3.0538  5.4896  0.7372  0.2425
H  -1.0778  6.9270  1.1047  0.2439
H  1.0914  5.9251  1.6895  0.2407
H  1.2953  3.4763  1.9322  0.2258
S  -2.1105  -2.2126  0.1856  0.0224

Forces on atoms 1 to 2 (eV/Å):
-3.2 -0.7 1.0
0.0 0.3 0.0

***

[3]
The following is a DFT calculation (ωB97M-V/def2-TZVPD) of a structure of composition C29H40Ge2N4O2Tc.

For the energy above the lowest of the compared OMol25 structures with the same formula, charge and spin, the calculation gives 0.00 kcal/mol. The molar mass comes out at 719.89 g/mol. As for the charge: +3. Its HOMO energy is -15.92 eV. As for the frontier orbital gap: 6.33 eV.

Last column: Löwdin charge in e.
Atoms and positions in Å:
Tc  -0.7014  -1.2504  -0.0686  1.3282
N  0.9695  -1.3922  -1.4346  0.0063
C  2.2837  -1.2405  -0.7187  -0.2372
C  3.4170  -2.0395  -1.3653  -0.1255
C  4.2124  -1.3574  -2.4900  -0.1614
C  5.5175  -0.7511  -1.9759  -0.1691
N  6.3330  -0.2761  -3.0937  0.0882
C  7.5979  0.1395  -2.9851  -0.4178
N  8.1813  0.2017  -1.7927  0.2328
N  8.2707  0.5075  -4.0711  0.2229
C  2.0824  -1.6649  0.7429  -0.5482
O  3.0052  -1.8168  1.4811  0.1628
O  0.8057  -1.8053  1.0995  -0.2086
H  0.9568  -2.3092  -1.8825  0.1250
H  0.8959  -0.7134  -2.1881  0.1226
H  2.5034  -0.1696  -0.6926  0.1650
H  3.0017  -2.9846  -1.7283  0.1334
H  4.0922  -2.3192  -0.5549  0.1237
H  3.6180  -0.5887  -2.9937  0.1213
H  4.4655  -2.1045  -3.2451  0.1269
H  6.0614  -1.5257  -1.4278  0.1353
H  5.3182  0.0785  -1.2916  0.1384
H  5.9718  -0.4087  -4.0251  0.1587
H  7.7289  -0.1460  -0.9658  0.1214
H  9.1297  0.5262  -1.6949  0.1453
H  7.8385  0.5280  -4.9794  0.1390
H  9.2367  0.7872  -4.0199  0.1425
C  -4.9850  -0.2830  -1.0295  -0.1991
Ge  -4.3076  -2.0693  -1.3640  0.8043
C  -5.1367  -3.5425  -0.4191  -0.1876
C  -4.1428  -2.4583  -3.2635  -0.1968
C  -2.3408  -2.0327  -0.8201  -0.2773
H  -6.0237  -0.2193  -1.3542  0.0457
H  -4.4099  0.4454  -1.6028  0.0289
H  -4.9411  -0.0294  0.0271  -0.0028
H  -6.1381  -3.6755  -0.8308  0.0453
H  -5.2292  -3.3735  0.6491  0.0024
H  -4.5819  -4.4644  -0.5932  0.0399
H  -5.1463  -2.5304  -3.6847  0.0445
H  -3.6418  -3.4109  -3.4330  0.0348
H  -3.6131  -1.6701  -3.7983  0.0304
H  -1.8170  -1.2769  -1.5556  0.0429
H  -1.9465  -3.0649  -0.8521  0.0466
C  -0.9928  0.3836  0.0155  -0.1846
Ge  -1.4434  1.6659  1.6234  1.0442
C  -2.4071  0.0314  2.1821  -0.2584
C  -1.6564  -1.1884  2.1219  -0.2480
C  -2.2997  -2.4215  2.3917  -0.0257
C  -3.6457  -2.4466  2.7030  -0.0452
C  -4.3500  -1.2481  2.7731  0.0100
C  -3.7454  -0.0121  2.4882  -0.0627
C  0.2921  1.8419  2.4127  -0.3132
C  1.2256  2.6924  1.8140  -0.1138
C  2.4979  2.8098  2.3517  -0.0642
C  2.8455  2.0784  3.4812  -0.0461
C  1.9216  1.2363  4.0836  -0.0461
C  0.6457  1.1174  3.5521  -0.0948
C  -2.4840  3.1822  1.1567  -0.3102
C  -2.1035  4.4313  1.6500  -0.0921
C  -2.8804  5.5456  1.3690  -0.0452
C  -4.0258  5.4147  0.5971  -0.0352
C  -4.4066  4.1721  0.1014  -0.0508
C  -3.6394  3.0548  0.3818  -0.1081
H  -0.6021  -1.1370  2.3879  0.0891
H  -1.7116  -3.3320  2.4208  0.1338
H  -4.1351  -3.3799  2.9451  0.1287
H  -5.3936  -1.2646  3.0652  0.1365
H  -4.3371  0.8942  2.5418  0.1230
H  0.9566  3.2845  0.9452  0.1075
H  3.2110  3.4899  1.9044  0.1135
H  3.8355  2.1796  3.9057  0.1190
H  2.1892  0.6829  4.9733  0.1216
H  -0.0747  0.4835  4.0565  0.1073
H  -1.2127  4.5386  2.2582  0.1053
H  -2.5932  6.5143  1.7544  0.1215
H  -4.6293  6.2861  0.3807  0.1231
H  -5.3022  4.0804  -0.4982  0.1179
H  -3.9410  2.0892  -0.0049  0.0685

Forces on atoms 1 to 2 (eV/Å):
0.2 0.0 -0.2
0.0 0.0 -0.1

***

[4]
The following is a DFT calculation (ωB97M-V/def2-TZVPD) of an isolated molecule of C4H10ClNSi.

For the energy above the lowest of the compared OMol25 structures with the same formula, charge and spin, the calculation gives 105.20 kcal/mol. The molar mass comes out at 135.67 g/mol. Its structure (SMILES) is CCNC/C=[SiH]\Cl. As for the charge: 0. Its HOMO energy is -7.97 eV. As for the frontier orbital gap: 7.86 eV.

Last column: natural (NBO) charge in e.
Atoms and positions in Å:
C  0.9394  0.7905  1.6565  -0.6288
C  -0.4595  0.3009  1.9691  -0.2227
N  -1.3976  0.2555  0.8510  -0.6134
C  -1.1070  -0.5437  -0.5252  -0.2747
C  0.0654  -0.1370  -1.4854  -0.7900
Si  0.8141  -0.8089  -3.0560  1.0290
Cl  0.3918  -2.5891  -3.7846  -0.3395
H  1.5300  0.4089  0.7825  0.2262
H  0.7673  1.7638  1.3848  0.1921
H  1.6150  0.8168  2.6514  0.2037
H  -0.3511  -0.6833  2.2866  0.1770
H  -1.0292  0.8236  2.6729  0.2041
H  -1.5630  1.2363  0.5671  0.3362
H  -1.1294  -1.6122  -0.0792  0.2088
H  -1.9028  -0.5032  -1.1836  0.2105
H  0.6412  0.8065  -1.4275  0.2226
H  2.1755  -0.3251  -3.2806  -0.1412

Forces on atoms 1 to 2 (eV/Å):
2.0 -0.5 2.2
0.8 -1.6 -2.8